Entry from the Open Molecules 2025 dataset: CH5OPS in the gas phase (ωB97M-V with the def2-TZVPD basis set).

Total charge: 0
Energy relative to the best compared isomer or geometry (same formula, charge and spin): 93.1 kJ/mol

Atoms and positions in Å:
C1 -0.16 -1.14 -0.71
S1 -0.34 0.65 -1.04
P1 1.26 1.24 0.41
O1 0.38 2.12 1.46
H1 0.85 -1.24 -0.21
H2 -0.22 -1.56 -1.73
H3 -1.07 -1.25 -0.15
H4 2.00 2.11 -0.43
H5 0.48 3.05 1.29

Entry from the Open Molecules 2025 dataset: 14 unconnected molecules or ions with the total composition C22H57FN14O32S2 (ωB97M-V with the def2-TZVPD basis set).

Total charge: 0

Atoms and positions in Å:
C1 -0.03 -3.64 -0.75
C2 -0.72 -2.40 -1.28
O1 -0.76 -1.28 -0.38
C3 0.44 -0.62 -0.01
C4 1.05 -1.17 1.32
C5 0.14 -2.02 2.19
F1 2.19 -1.96 1.03
C6 1.47 -0.69 -1.14
O2 2.63 0.09 -0.79
S1 2.43 1.64 -0.91
O3 1.87 1.91 -2.20
O4 3.66 2.22 -0.48
C7 1.19 1.84 0.39
S2 0.60 3.56 0.47
C8 1.99 4.44 1.10
O5 0.33 3.95 -0.89
O6 -0.44 3.64 1.45
C9 0.00 0.86 0.20
N1 -0.83 0.91 1.39
H1 -0.08 -4.40 -1.54
H2 1.01 -3.50 -0.48
H3 -0.56 -4.04 0.11
H4 -1.76 -2.65 -1.47
H5 -0.29 -2.09 -2.23
H6 1.44 -0.33 1.90
H7 -0.91 -1.73 2.12
H8 0.44 -1.91 3.23
H9 0.24 -3.07 1.93
H10 1.82 -1.70 -1.32
H11 1.05 -0.30 -2.07
H12 1.75 1.65 1.30
H13 2.93 3.92 0.91
H14 1.84 4.53 2.17
H15 1.97 5.42 0.62
H16 -0.51 1.17 -0.72
H17 -1.38 0.05 1.45
H18 -1.47 1.69 1.40
C10 5.09 -0.44 2.37
N2 4.58 0.95 2.44
O7 5.37 1.86 2.50
O8 3.37 1.07 2.41
H19 6.17 -0.41 2.38
H20 4.68 -0.97 3.22
H21 4.70 -0.87 1.45
C11 -3.79 -2.99 -4.67
N3 -3.08 -3.85 -3.70
O9 -2.17 -4.56 -4.10
O10 -3.43 -3.79 -2.54
H22 -3.36 -3.14 -5.65
H23 -4.84 -3.26 -4.64
H24 -3.66 -1.97 -4.31
C12 0.77 4.78 -3.62
N4 1.28 5.52 -4.81
O11 1.96 4.92 -5.61
O12 1.00 6.70 -4.90
H25 1.13 3.76 -3.67
H26 1.15 5.29 -2.74
H27 -0.31 4.84 -3.64
C13 2.23 7.51 4.48
N5 2.79 6.18 4.11
O13 2.27 5.19 4.57
O14 3.74 6.18 3.35
H28 1.40 7.34 5.15
H29 3.03 8.07 4.95
H30 1.93 7.99 3.55
C14 4.18 3.62 -7.54
N6 4.73 2.23 -7.57
O15 4.03 1.34 -7.13
O16 5.84 2.09 -8.04
H31 3.19 3.59 -7.11
H32 4.87 4.22 -6.95
H33 4.17 3.97 -8.57
C15 -2.02 -7.05 2.04
N7 -1.39 -5.75 2.39
O17 -1.97 -5.02 3.15
O18 -0.31 -5.51 1.87
H34 -2.96 -7.12 2.57
H35 -2.15 -7.06 0.96
H36 -1.32 -7.83 2.33
C16 -2.42 -2.44 5.51
N8 -1.39 -1.37 5.60
O19 -1.40 -0.49 4.75
O20 -0.59 -1.44 6.51
H37 -3.04 -2.26 4.65
H38 -1.88 -3.38 5.42
H39 -2.97 -2.43 6.45
C17 -4.98 -6.64 -7.39
N9 -5.33 -5.32 -6.80
O21 -5.61 -5.28 -5.62
O22 -5.30 -4.36 -7.54
H40 -5.04 -7.39 -6.61
H41 -5.68 -6.83 -8.19
H42 -3.97 -6.56 -7.79
C18 5.00 5.70 -3.25
N10 5.54 6.45 -4.42
O23 6.22 5.85 -5.22
O24 5.27 7.63 -4.47
H43 5.32 4.66 -3.34
H44 5.39 6.16 -2.35
H45 3.92 5.78 -3.29
C19 2.62 -4.89 3.74
N11 1.57 -5.59 4.54
O25 1.18 -6.66 4.14
O26 1.17 -5.02 5.53
H46 2.86 -5.52 2.89
H47 2.19 -3.94 3.43
H48 3.47 -4.73 4.39
C20 0.32 -3.86 8.72
N12 -1.03 -3.26 8.91
O27 -1.95 -3.71 8.25
O28 -1.12 -2.34 9.70
H49 0.24 -4.65 7.99
H50 0.97 -3.06 8.38
H51 0.64 -4.22 9.69
C21 -3.94 0.83 -0.87
N13 -4.70 0.23 -2.00
O29 -4.07 -0.38 -2.84
O30 -5.90 0.37 -2.00
H52 -2.89 0.60 -1.02
H53 -4.14 1.90 -0.88
H54 -4.32 0.40 0.05
C22 -7.17 4.77 -0.57
N14 -6.41 3.64 0.03
O31 -5.19 3.65 -0.08
O32 -7.05 2.79 0.60
H55 -6.46 5.44 -1.04
H56 -7.86 4.33 -1.29
H57 -7.72 5.25 0.23

Entry from the Open Molecules 2025 dataset: C4H4OS in the gas phase (ωB97M-V with the def2-TZVPD basis set).

Total charge: 0
Energy relative to the best compared isomer or geometry (same formula, charge and spin): 147.0 kJ/mol

Atoms and positions in Å:
C1 -0.94 0.93 0.04
C2 -0.74 -0.56 -0.02
O1 -1.65 -1.35 0.26
C3 0.69 -1.03 -0.10
C4 1.77 -0.29 -0.12
S1 3.05 0.40 0.24
H1 -1.52 1.38 0.89
H2 -1.44 1.31 -0.91
H3 0.05 1.30 -0.04
H4 0.73 -2.10 -0.22

Number 1: frontier orbital gap 9.250 eV. Number 2: frontier orbital gap 9.751 eV. Number 3: frontier orbital gap 8.383 eV.